No. 1
This record from the Open Molecules 2025 dataset describes a molecular structure, C4H6O2 at a distorted geometry. The level of theory is the ωB97M-V functional and the def2-TZVPD basis.

Last column: Löwdin charge in e.
CARTESIAN COORDINATES (ANGSTROEM)
O (-0.0396, 1.2119, -1.2018)  0.037
C (-0.0071, 0.2558, -0.2628)  -0.559
C (-1.0118, -0.7973, -0.3104)  -0.084
C (-0.9911, 0.1201, 0.8314)  -0.114
C (1.5533, 0.1382, 0.2856)  -0.157
O (2.4268, 0.6770, -0.2737)  0.085
H (0.8801, 1.4995, -1.3154)  0.093
H (-0.2816, -1.9308, -0.1372)  0.195
H (-1.7789, -0.7716, -1.0610)  0.104
H (-0.6958, -0.2367, 1.8087)  0.103
H (-1.7390, 0.9020, 0.8367)  0.116
H (1.6846, -1.0681, 0.7999)  0.182

Properties
- Net charge: 0
- HOMO energy: -9.3 eV
- ΔE to the lowest compared entry with this formula, charge and spin: 91.6 kcal per mole
- LUMO: 0.3 eV
- Orbital gap: 9.63 eV



No. 2
This record from the Open Molecules 2025 dataset describes a single C4H6O2 molecule. The level of theory is the ωB97M-V functional and the def2-TZVPD basis.

Last column: Löwdin charge in e.
CARTESIAN COORDINATES (ANGSTROEM)
C (1.6266, 0.1700, -0.5880)  -0.107
C (0.8775, -0.0018, 0.7324)  -0.263
C (-0.5712, -0.3551, 0.7426)  -0.021
O (-1.1207, -0.0597, -0.4249)  -0.030
C (-2.5159, -0.1725, -0.1964)  -0.297
O (-3.2363, 0.7528, -0.3658)  0.132
H (1.5974, -0.7540, -1.1753)  0.075
H (1.1976, 0.9689, -1.1989)  0.072
H (2.6767, 0.4136, -0.3958)  0.073
H (0.8770, 0.9369, 1.3160)  0.125
H (1.3675, -0.7222, 1.3976)  0.103
H (-2.7763, -1.1769, 0.1566)  0.137

Properties
- Net charge: 0
- HOMO energy: -9.1 eV
- ΔE to the lowest compared entry with this formula, charge and spin: 73.6 kcal per mole
- LUMO: 0.6 eV
- Orbital gap: 9.64 eV



No. 3
This record from the Open Molecules 2025 dataset describes a single C4H6O2 molecule at a distorted geometry. The level of theory is the ωB97M-V functional and the def2-TZVPD basis.

Last column: Löwdin charge in e.
CARTESIAN COORDINATES (ANGSTROEM)
C (-1.6859, -0.2777, 0.7098)  -0.105
C (-0.1707, -0.2893, 0.9057)  -0.169
C (0.5371, 0.3539, -0.2806)  -0.342
O (-0.0589, 0.7947, -1.2385)  0.099
C (2.0486, 0.4379, -0.4866)  -0.178
O (2.8417, -0.2499, 0.0985)  0.081
H (-2.0542, 0.7463, 0.5985)  0.079
H (-1.9698, -0.8351, -0.1877)  0.080
H (-2.1851, -0.7405, 1.5665)  0.075
H (0.1899, -1.3171, 1.0379)  0.123
H (0.1081, 0.2441, 1.8241)  0.124
H (2.3908, 1.1323, -1.2849)  0.133

Properties
- Net charge: 0
- HOMO energy: -9.9 eV
- ΔE to the lowest compared entry with this formula, charge and spin: 24.0 kcal per mole
- Structure (SMILES): CCC(=O)C=O
- LUMO: -0.2 eV
- Orbital gap: 9.63 eV



No. 4
This record from the Open Molecules 2025 dataset describes a single C4H6O2 molecule. The level of theory is the ωB97M-V functional and the def2-TZVPD basis.

Last column: Löwdin charge in e.
CARTESIAN COORDINATES (ANGSTROEM)
C (0.2326, -1.7824, 0.4666)  -0.016
C (0.2315, -0.2985, 0.2848)  -0.375
O (1.1254, 0.2916, 1.1058)  0.071
C (-0.5517, 0.3388, -0.6125)  -0.027
C (-0.4234, 1.7398, -0.9838)  -0.290
O (-1.0912, 2.2888, -1.8362)  0.030
H (-0.3783, -2.2653, -0.2979)  0.086
H (-0.1381, -2.0588, 1.4587)  0.093
H (1.2615, -2.1481, 0.3849)  0.094
H (-1.2812, -0.2400, -1.1683)  0.117
H (1.0556, 1.2545, 1.0464)  0.101
H (0.3831, 2.3201, -0.4721)  0.116

Properties
- Net charge: 0
- HOMO energy: -9.5 eV
- ΔE to the lowest compared entry with this formula, charge and spin: 22.7 kcal per mole
- Structure (SMILES): C/C(O)=C/C=O
- LUMO: 0.5 eV
- Orbital gap: 10.01 eV



No. 5
This record from the Open Molecules 2025 dataset describes a molecular structure, C4H6O2. The level of theory is the ωB97M-V functional and the def2-TZVPD basis.

Last column: Löwdin charge in e.
CARTESIAN COORDINATES (ANGSTROEM)
O (-0.7800, 1.0860, -1.4943)  -0.016
C (-0.4364, 1.3636, -0.2152)  -0.154
C (-0.3980, 0.2010, 0.7578)  -0.201
C (-0.2897, -1.1897, 0.1166)  -0.127
O (0.9958, -0.8526, -0.4527)  -0.063
C (1.0198, 0.3235, 0.3162)  -0.193
H (-0.8580, 0.1333, -1.6749)  0.085
H (0.8379, 1.5411, -0.2423)  0.139
H (-0.7891, 0.3376, 1.7624)  0.133
H (-0.1861, -1.9885, 0.8554)  0.127
H (-1.0204, -1.4954, -0.6448)  0.118
H (1.9042, 0.5401, 0.9159)  0.152

Properties
- Net charge: 0
- HOMO energy: -8.4 eV
- ΔE to the lowest compared entry with this formula, charge and spin: 126.1 kcal per mole
- LUMO: 0.8 eV
- Orbital gap: 9.22 eV



No. 6
This record from the Open Molecules 2025 dataset describes a single C4H6O2 molecule. The level of theory is the ωB97M-V functional and the def2-TZVPD basis.

Last column: Löwdin charge in e.
CARTESIAN COORDINATES (ANGSTROEM)
O (1.6288, 0.8357, 1.3062)  0.058
C (1.7740, 0.3238, 0.2222)  -0.250
C (0.6979, -0.4478, -0.5139)  -0.105
C (-0.6311, -0.4851, 0.2000)  -0.316
C (-1.6484, 0.5616, 0.1700)  -0.105
O (-1.7801, -0.6104, -0.6255)  -0.042
H (2.7476, 0.4035, -0.3099)  0.121
H (1.0281, -1.4877, -0.6103)  0.127
H (0.6208, -0.0575, -1.5379)  0.133
H (-0.6259, -1.1489, 1.0597)  0.147
H (-2.3342, 0.6245, 1.0159)  0.115
H (-1.4775, 1.4883, -0.3764)  0.118

Properties
- Net charge: 0
- HOMO energy: -10.0 eV
- ΔE to the lowest compared entry with this formula, charge and spin: 45.8 kcal per mole
- Structure (SMILES): O=CC[C@H]1CO1
- LUMO: 1.0 eV
- Orbital gap: 11.00 eV



No. 7
This record from the Open Molecules 2025 dataset describes a single C4H6O2 molecule. The level of theory is the ωB97M-V functional and the def2-TZVPD basis.

Last column: Löwdin charge in e.
CARTESIAN COORDINATES (ANGSTROEM)
C (-1.4514, -0.7088, 0.3149)  -0.057
O (-1.2395, 0.4852, 1.0795)  0.013
C (-0.2023, 0.0283, 0.2589)  -0.415
C (1.2636, -0.1641, 0.5950)  -0.087
O (1.5853, 0.0392, -0.7911)  -0.101
C (0.3093, 0.6534, -1.0359)  -0.099
H (-2.0384, -0.5406, -0.5858)  0.115
H (-1.6591, -1.6237, 0.8662)  0.119
H (1.6600, -1.0998, 0.9978)  0.126
H (1.6166, 0.6879, 1.1946)  0.130
H (0.3637, 1.7493, -1.0152)  0.129
H (-0.1333, 0.3209, -1.9842)  0.126

Properties
- Net charge: 0
- HOMO energy: -10.0 eV
- ΔE to the lowest compared entry with this formula, charge and spin: 70.2 kcal per mole
- Structure (SMILES): C1OCC12CO2
- LUMO: 1.0 eV
- Orbital gap: 10.94 eV



No. 8
This record from the Open Molecules 2025 dataset describes a single C4H6O2 molecule at a distorted geometry. The level of theory is the ωB97M-V functional and the def2-TZVPD basis.

Last column: Löwdin charge in e.
CARTESIAN COORDINATES (ANGSTROEM)
O (0.4552, 1.5158, -1.4915)  0.036
C (0.7550, 0.4243, -1.0497)  -0.268
C (-0.1041, 0.5610, 1.0859)  -0.050
C (-0.5858, -0.7773, 0.5232)  -0.260
O (-1.4708, -0.5601, -0.5731)  0.014
C (-0.1178, -0.8096, -0.8619)  -0.228
H (0.0461, 1.3388, 0.1432)  0.126
H (1.8021, 0.1837, -0.7719)  0.144
H (0.7748, 0.4108, 1.7510)  0.101
H (-0.8875, 1.0983, 1.5947)  0.076
H (-0.7897, -1.6913, 1.1051)  0.153
H (0.1225, -1.6945, -1.4550)  0.154

Properties
- Net charge: 0
- HOMO energy: -10.0 eV
- ΔE to the lowest compared entry with this formula, charge and spin: 87.1 kcal per mole
- Structure (SMILES): C[C@H]1O[C@H]1C=O
- LUMO: 0.8 eV
- Orbital gap: 10.78 eV



No. 9
This record from the Open Molecules 2025 dataset describes a molecular structure, C4H6O2. The level of theory is the ωB97M-V functional and the def2-TZVPD basis.

Last column: Löwdin charge in e.
CARTESIAN COORDINATES (ANGSTROEM)
O (-1.2525, 1.1725, -0.7480)  0.047
C (-0.2762, 0.4058, -0.1433)  -0.440
C (0.8879, -0.2089, -0.8718)  0.005
C (-0.1127, -1.0753, -0.1649)  -0.213
O (0.1978, -1.1417, 1.2219)  -0.064
C (-0.1139, 0.2651, 1.3625)  -0.081
H (-0.8286, 1.7332, -1.4072)  0.104
H (0.8024, -0.1949, -1.9568)  0.116
H (1.9000, -0.1269, -0.4790)  0.117
H (-0.7693, -1.8134, -0.6088)  0.155
H (0.6684, 0.8290, 1.8836)  0.123
H (-1.0767, 0.3778, 1.8727)  0.131

Properties
- Net charge: 0
- HOMO energy: -9.2 eV
- ΔE to the lowest compared entry with this formula, charge and spin: 66.5 kcal per mole
- LUMO: 0.8 eV
- Orbital gap: 10.03 eV



No. 10
This record from the Open Molecules 2025 dataset describes a single C4H6O2 molecule at a distorted geometry. The level of theory is the ωB97M-V functional and the def2-TZVPD basis.

Last column: Löwdin charge in e.
CARTESIAN COORDINATES (ANGSTROEM)
C (-1.0974, 0.0439, -1.0032)  -0.035
C (-0.8353, 0.4662, 0.4304)  -0.254
O (-0.2988, -0.5469, 1.2587)  -0.065
C (1.0215, -0.7736, 0.8296)  -0.225
O (1.0972, -0.4521, -0.5491)  -0.126
C (0.1116, 0.8073, -0.6655)  -0.148
H (-1.9659, 0.3499, -1.6159)  0.106
H (-0.1812, -0.8542, -1.0605)  0.176
H (-1.3698, 1.2260, 1.0079)  0.155
H (1.7392, -0.1137, 1.3263)  0.130
H (1.2678, -1.8249, 1.0385)  0.143
H (0.6124, 1.7129, -0.9988)  0.144

Properties
- Net charge: 0
- HOMO energy: -9.7 eV
- ΔE to the lowest compared entry with this formula, charge and spin: 106.6 kcal per mole
- Structure (SMILES): C1O[C@H]2C[C@H]2O1
- LUMO: 1.1 eV
- Orbital gap: 10.76 eV



- What is the orbital gap in the fourth record?
  10.01 eV



- Which of these has the highest LUMO?
  number 10



- What is the formula in the fifth record?
  C4H6O2